--- 1 ---
The following is a DFT calculation (ωB97M-V/def2-TZVPD) of a 2-piece molecular cluster, C6H12 overall.

```
18
Properties=species:S:1:pos:R:3:mulliken_charge:R:1
C -1.18682 0.65319 1.19203 -1.265
C -1.32169 -0.69001 0.47495 -0.360
C 0.03935 -1.38221 0.33670 -0.652
C 0.89342 -0.71037 -0.71055 -0.104
C 1.86334 0.21743 -0.43319 -0.621
C 0.63075 1.72297 -1.22327 -0.595
H -0.38349 1.26220 0.76950 0.356
H -0.95606 0.50378 2.25163 0.342
H -2.11223 1.23242 1.12261 0.275
H -2.02010 -1.33710 1.02002 0.333
H -1.73162 -0.55980 -0.53554 0.330
H -0.10138 -2.43823 0.06835 0.329
H 0.54691 -1.38840 1.31287 0.315
H 0.78224 -1.06360 -1.73176 0.345
H 2.15012 0.36915 0.61056 0.244
H 2.65664 0.42185 -1.14353 0.293
H 0.73222 1.45642 -2.28831 0.254
H -0.48162 1.73031 -1.09308 0.183
```

Summary:
**HOMO-LUMO gap**: 8.43 eV

=====

--- 2 ---
The following is a DFT calculation (ωB97M-V/def2-TZVPD) of a single C6H12 molecule.

```
18
Properties=species:S:1:pos:R:3:mulliken_charge:R:1
C 0.13621 1.69589 -0.23791 -1.660
C 0.55482 0.44207 0.74966 0.153
C 1.75649 -0.37940 0.04804 -0.839
C 0.54637 -1.33639 -0.45273 -0.601
C -0.47353 -0.61251 0.43303 0.267
C -1.88578 -0.27078 0.00651 -1.520
H 0.21040 1.34659 -1.22943 0.433
H 0.92602 2.35868 -0.23423 0.456
H -0.63203 2.49571 -0.13279 0.330
H 0.64460 0.64765 1.75310 0.511
H 2.41484 -0.91663 0.69496 0.324
H 2.19902 0.30191 -0.69996 0.293
H 0.37874 -1.20444 -1.52466 0.255
H 0.63860 -2.51748 -0.14960 0.270
H -0.50431 -1.19117 1.39003 0.235
H -2.41619 0.05424 0.78325 0.464
H -2.02914 0.34089 -0.91958 0.297
H -2.46513 -1.25483 -0.27768 0.332
```

Summary:
**SMILES string**: C[C@@H]1CC[C@@H]1C
**HOMO-LUMO gap**: 11.06 eV

=====

2 ends up most stable, edging out the next structure by 50.9 kcal/mol.

=====

--- 1 ---
The following is a DFT calculation (ωB97M-V/def2-TZVPD) of a single C4H7N3O2 molecule.

```
16
Properties=species:S:1:pos:R:3:mulliken_charge:R:1
H 2.82834 -1.77253 0.58287 0.296
N 3.25100 -1.11142 -0.10788 -0.698
C 2.26717 -0.33923 -0.39049 0.032
N 1.07952 -0.63665 0.16099 -0.466
C 0.07958 0.11246 -0.20871 0.493
N -1.20029 -0.18538 0.16174 -0.198
C -1.52824 -1.18943 1.15581 -0.895
O 0.25248 1.19803 -0.97439 -0.262
C -0.69784 2.14345 -1.15013 0.187
O -1.81605 2.17635 -0.68156 -0.545
H 2.47106 0.52085 -1.04017 0.376
H -1.88412 0.60412 0.07579 0.358
H -1.07180 -0.95411 2.13142 0.288
H -2.61209 -1.30129 1.26233 0.340
H -1.15230 -2.15129 0.84453 0.300
H -0.26642 2.88608 -1.82215 0.394
```

Summary:
**SMILES string**: [H]/N=C\N=C(\NC)OC=O
**HOMO-LUMO gap**: 9.08 eV

=====

--- 2 ---
The following is a DFT calculation (ωB97M-V/def2-TZVPD) of a single C4H7N3O2 molecule.

```
16
Properties=species:S:1:pos:R:3:mulliken_charge:R:1
C 0.59369 -0.34875 1.69359 -1.084
C -0.20486 0.88449 1.29503 -0.058
N -1.59553 0.76683 1.24008 -0.432
N -1.77592 0.26666 0.08661 0.244
C -0.51342 0.62943 -0.76070 0.542
O -0.52205 1.66160 -1.41616 -0.627
C 0.14260 -0.65237 -1.28336 0.370
N 1.23448 -0.43276 -2.03988 -0.381
O -0.33673 -1.73969 -1.01034 -0.604
H 0.64524 -0.42091 2.78453 0.327
H 0.15435 -1.26566 1.30723 0.348
H 1.61461 -0.27057 1.31470 0.260
H 0.12038 1.78638 1.81177 0.354
H -2.66255 -0.16444 -0.17473 0.254
H 1.67633 -1.20952 -2.50463 0.252
H 1.42939 0.50928 -2.34375 0.235
```

Summary:
**SMILES string**: C/C=N\NC(=O)C(N)=O
**HOMO-LUMO gap (spin up / spin down)**: 7.51 / 7.51 eV

=====

1 ends up most stable, edging out the next structure by 57.0 kcal/mol.

=====

--- 1 ---
The following is a DFT calculation (ωB97M-V/def2-TZVPD) of a 2-piece molecular cluster, C2H9N3O overall.

```
15
Properties=species:S:1:pos:R:3:mulliken_charge:R:1
N -0.51328 3.00510 -0.59121 -0.574
C 0.29217 1.86206 -0.30987 0.101
O 0.49540 1.01336 -1.11656 -0.427
H -1.19678 3.14104 0.15500 0.267
H 0.09975 3.81286 -0.49987 0.273
H 0.72764 1.82718 0.70338 0.332
N 1.25426 -1.48684 0.55669 -0.608
C -0.22053 -1.48399 0.74198 -0.489
N -1.07250 -1.79116 -0.38095 -0.555
H 1.44929 -2.38032 0.11961 0.245
H 1.40819 -0.82416 -0.20260 0.285
H -0.41455 -2.20032 1.53863 0.392
H -0.50430 -0.50198 1.11656 0.279
H -0.82707 -1.23545 -1.18362 0.251
H -0.97771 -2.75738 -0.64718 0.227
```

Summary:
**SMILES string**: NC=O.NCN
**HOMO-LUMO gap**: 9.74 eV

=====

--- 2 ---
The following is a DFT calculation (ωB97M-V/def2-TZVPD) of a single C2H9N3O molecule.

```
15
Properties=species:S:1:pos:R:3:mulliken_charge:R:1
C -2.12226 -0.40266 -1.37735 -0.669
N -0.94078 0.40626 -1.16725 -0.408
O -0.00075 -0.41111 -0.42280 -0.097
N 0.86114 0.42240 0.32081 -0.116
C 2.12653 -0.27206 0.44404 -0.800
N 0.21809 0.69767 1.54933 -0.475
H -1.82927 -1.27853 -1.95068 0.229
H -2.60841 -0.72976 -0.45098 0.294
H -2.81793 0.19225 -1.96288 0.325
H -1.16124 1.18506 -0.53785 0.302
H 2.49384 -0.47432 -0.55806 0.274
H 2.03242 -1.21727 0.99422 0.345
H 2.82283 0.38936 0.96058 0.309
H 0.60565 1.55297 1.92961 0.246
H 0.32012 -0.06027 2.22928 0.239
```

Summary:
**SMILES string**: CNON(C)N
**HOMO-LUMO gap**: 9.46 eV

=====

1 ends up most stable, edging out the next structure by 80.8 kcal/mol.

=====

--- 1 ---
The following is a DFT calculation (ωB97M-V/def2-TZVPD) of C2H9N3O as an isolated structure.

```
15
Properties=species:S:1:pos:R:3:mulliken_charge:R:1
C 0.94809 -0.37007 0.11215 0.092
C -1.41132 0.03590 -0.16354 -0.026
N -0.13684 0.39281 -0.30061 -0.172
N 2.18925 0.27111 -0.17294 -0.613
N -2.45302 0.94721 -0.30829 -0.461
O 0.81287 -1.73203 -0.16661 -0.530
H 0.89403 -1.89035 -1.12291 0.274
H 0.07380 1.38430 -0.32825 0.251
H 0.09720 -0.28342 2.59483 0.239
H 2.60607 -0.05295 -1.04776 0.208
H 2.85201 0.09996 0.57283 0.243
H -2.19620 1.90960 -0.47425 0.193
H -3.23639 0.65098 -0.87112 0.231
H -1.65586 -1.00693 -0.27090 0.316
H 0.61633 -0.35611 1.94736 -0.245
```

Summary:
**HOMO-LUMO gap (spin up / spin down)**: 6.55 / 6.93 eV

=====

--- 2 ---
The following is a DFT calculation (ωB97M-V/def2-TZVPD) of a 2-piece molecular cluster, C2H9N3O overall.

```
15
Properties=species:S:1:pos:R:3:mulliken_charge:R:1
N -0.02565 -1.77754 1.72914 -0.609
C -0.32978 -1.05172 0.51069 -0.322
C 0.68839 -1.26453 -0.64058 0.069
O 0.50251 -1.09819 -1.81697 -0.514
H -0.07127 -2.77963 1.57421 0.245
H 0.91486 -1.55248 2.03632 0.237
H -0.32679 0.02070 0.74730 0.377
H -1.35425 -1.30357 0.20991 0.285
H 1.54804 -1.89581 -0.32743 0.310
N 0.34527 1.84159 -1.03971 -0.442
N -0.55412 2.12555 0.03261 -0.485
H 0.05389 0.93250 -1.44535 0.209
H 0.30014 2.51155 -1.80967 0.232
H -0.20088 2.93183 0.54294 0.213
H -1.49034 2.35974 -0.30341 0.196
```

Summary:
**SMILES string**: NCC=O.NN
**HOMO-LUMO gap**: 10.26 eV

=====

2 ends up most stable, edging out the next structure by 44.6 kcal/mol.

=====

--- 1 ---
The following is a DFT calculation (ωB97M-V/def2-TZVPD) of C34H45N3OPdS3Te as an isolated structure.

```
88
Properties=species:S:1:pos:R:3:mulliken_charge:R:1
Pd 3.29274 0.23009 0.35025 -0.626
C 2.51339 -2.23646 4.18614 -1.700
C 3.10320 -1.39078 3.08618 -0.098
S 2.02161 -0.77463 1.93741 0.499
C 4.46188 -1.11638 3.01318 0.961
C 5.44161 -1.67188 4.01587 -1.376
S 5.08947 -0.12731 1.80006 -0.292
H 1.42793 -2.25440 4.10288 0.313
H 2.77499 -1.84972 5.17381 0.366
H 2.87344 -3.26712 4.12795 0.372
H 4.95057 -2.22292 4.81661 0.366
H 6.02804 -0.86610 4.45990 0.293
H 6.14479 -2.34508 3.52139 0.290
C 0.18564 2.28034 1.92762 -1.116
N 1.36666 3.08120 2.23457 0.315
C 1.82857 2.91884 3.59905 -1.036
C 2.26857 3.40301 1.25608 0.059
S 3.91365 3.43079 1.52953 -0.257
N 1.73458 3.69744 0.04177 0.540
C 2.60052 3.80603 -1.11745 -1.506
C 0.45686 4.37409 -0.09254 -1.181
H 0.25184 1.32986 2.46262 0.626
H 0.13873 2.05072 0.86764 -0.082
H -0.73521 2.78861 2.22823 0.299
H 0.95659 2.95022 4.25561 0.345
H 2.51681 3.71673 3.86372 0.410
H 2.34628 1.96223 3.73153 0.234
H 3.34981 3.01762 -1.10082 0.504
H 3.10072 4.78065 -1.14849 0.280
H 1.98006 3.68684 -2.00766 0.424
H 0.03759 4.59492 0.88537 0.342
H -0.26294 3.77567 -0.65520 0.270
H 0.60932 5.31933 -0.62398 0.490
C -4.18939 3.24791 1.12265 -1.802
C -3.25767 2.16066 0.65871 0.502
C -2.59928 2.24346 -0.55834 -0.672
C -1.74965 1.23488 -1.00699 0.949
C -1.04558 1.41197 -2.32085 -1.406
C -1.56556 0.09506 -0.21313 0.080
Te -0.44177 -1.54884 -0.94675 0.645
N 1.90893 0.15268 -1.12833 -0.186
C 2.81869 0.51896 -1.96340 1.081
O 3.99965 0.89963 -1.50055 -1.067
C 2.65023 0.55280 -3.45212 0.283
C 3.60090 1.20499 -4.23152 -0.514
C 3.45760 1.26365 -5.61075 -0.642
C 2.36596 0.66389 -6.22458 -0.321
C 1.42142 -0.00017 -5.45119 -0.906
C 1.56318 -0.05489 -4.07280 0.290
C -2.10042 -2.90667 -0.74570 -0.281
C -3.33557 -2.70145 -1.37307 1.247
C -3.60860 -1.51033 -2.25113 -1.433
C -4.36147 -3.62998 -1.19125 -1.060
C -4.19461 -4.76611 -0.41780 0.751
C -5.31288 -5.75612 -0.22703 -1.580
C -2.95642 -4.97107 0.17830 -0.946
C -1.91231 -4.06619 0.02804 1.240
C -0.60433 -4.35829 0.71842 -1.620
C -2.17733 0.01627 1.04773 1.446
C -1.94287 -1.12358 2.00074 -1.694
C -3.02111 1.04771 1.45201 -0.860
H -4.09758 4.13944 0.50176 0.388
H -3.98244 3.53121 2.15638 0.387
H -5.22918 2.91542 1.07764 0.324
H -2.74440 3.12003 -1.18235 0.308
H -1.30794 2.36860 -2.77567 0.457
H -1.30555 0.61205 -3.01784 0.248
H 0.03784 1.36624 -2.17872 -0.161
H 4.44714 1.65736 -3.73116 0.404
H 4.20082 1.77680 -6.20959 0.380
H 2.25471 0.70708 -7.30157 0.363
H 0.57342 -0.48052 -5.92527 0.397
H 0.84146 -0.58092 -3.46118 0.274
H -2.74848 -1.29142 -2.88650 0.160
H -3.80198 -0.61390 -1.65841 0.212
H -4.47809 -1.69396 -2.88369 0.448
H -5.31538 -3.45770 -1.68085 0.275
H -6.18998 -5.47467 -0.80996 0.345
H -5.61160 -5.81480 0.82191 0.309
H -5.00969 -6.75871 -0.53535 0.352
H -2.79857 -5.86004 0.78223 0.335
H -0.68375 -5.26647 1.31711 0.374
H -0.30149 -3.53208 1.36495 0.175
H 0.20735 -4.49657 0.00116 0.313
H -0.88546 -1.39448 2.02340 -0.030
H -2.50490 -2.01243 1.70679 0.324
H -2.25266 -0.84066 3.00781 0.488
H -3.49166 0.98184 2.42879 0.300
```

Summary:
**Spin multiplicity**: 2
**Expectation value of S²**: 0.763
**HOMO-LUMO gap (spin up / spin down)**: 6.57 / 6.31 eV
**Charge**: -1

=====

--- 2 ---
The following is a DFT calculation (ωB97M-V/def2-TZVPD) of C34H45N3OPdS3Te as an isolated structure.

```
88
Properties=species:S:1:pos:R:3:mulliken_charge:R:1
Pd 1.16522 -0.62032 1.22382 -0.641
C -1.80543 2.90599 1.57593 -1.725
C -0.58198 2.03166 1.46691 -0.083
S -0.83878 0.41849 1.02208 0.517
C 0.69757 2.51782 1.70543 0.944
C 0.93810 3.94523 2.12761 -1.374
S 2.05542 1.53567 1.52292 -0.300
H -2.68879 2.35293 1.25979 0.305
H -1.71855 3.79900 0.95267 0.383
H -1.96466 3.23476 2.60637 0.378
H 0.02417 4.53697 2.14051 0.364
H 1.65143 4.42441 1.45530 0.295
H 1.37402 3.97140 3.12832 0.295
C -1.14462 -1.27985 -2.13384 -1.177
N 0.11158 -0.69230 -2.58325 0.294
C 0.00303 0.72044 -2.89357 -1.038
C 1.31297 -1.19196 -2.15775 0.042
S 2.60551 -0.20030 -1.78785 -0.252
N 1.37635 -2.54774 -2.06277 0.553
C 2.50067 -3.18381 -1.40007 -1.441
C 0.65730 -3.40944 -2.98397 -1.200
H -1.68164 -0.54740 -1.52627 0.666
H -0.96526 -2.15025 -1.51027 -0.064
H -1.77995 -1.56757 -2.97660 0.315
H -0.91094 0.86842 -3.47305 0.343
H 0.86186 1.04616 -3.47368 0.412
H -0.04569 1.32620 -1.98225 0.233
H 2.75809 -2.64641 -0.49030 0.475
H 3.37788 -3.21690 -2.05575 0.278
H 2.20290 -4.20290 -1.14243 0.410
H 0.11381 -2.81608 -3.71449 0.330
H -0.05052 -4.06031 -2.46473 0.289
H 1.37798 -4.03689 -3.51841 0.504
C -4.01501 -4.36813 -3.74018 -1.779
C -3.57396 -3.99215 -2.35103 0.585
C -2.59291 -4.71272 -1.68594 -0.783
C -2.19303 -4.39180 -0.39081 1.098
C -1.10971 -5.20423 0.25750 -1.491
C -2.80304 -3.31228 0.26299 -0.015
Te -2.35784 -2.91247 2.29936 0.640
N 0.43498 -2.47981 1.61455 -0.266
C 1.62541 -2.85777 1.91424 1.096
O 2.63856 -2.03642 1.67439 -1.059
C 1.97302 -4.17885 2.52914 0.278
C 3.30715 -4.56481 2.61103 -0.507
C 3.65041 -5.79121 3.16318 -0.645
C 2.66281 -6.64039 3.64397 -0.318
C 1.32962 -6.25381 3.57384 -0.900
C 0.98713 -5.02953 3.02031 0.267
C -4.42369 -3.07608 2.88073 -0.419
C -5.21356 -4.19203 2.57717 1.288
C -4.68054 -5.37482 1.81468 -1.390
C -6.54709 -4.22246 2.98833 -1.107
C -7.11748 -3.18439 3.70485 0.744
C -8.55905 -3.22973 4.13698 -1.562
C -6.31645 -2.09313 4.01971 -0.952
C -4.98679 -2.02119 3.62135 1.361
C -4.18996 -0.79663 3.99461 -1.673
C -3.75481 -2.53394 -0.41301 1.479
C -4.37502 -1.30023 0.18396 -1.780
C -4.12933 -2.89875 -1.70348 -0.882
H -3.33522 -5.09570 -4.18458 0.392
H -4.04813 -3.49266 -4.39182 0.384
H -5.01548 -4.80585 -3.73248 0.313
H -2.12391 -5.55713 -2.18266 0.333
H -0.75598 -5.98659 -0.41560 0.461
H -1.46584 -5.67118 1.17848 0.252
H -0.27144 -4.56181 0.53451 -0.132
H 4.05908 -3.88242 2.23692 0.417
H 4.69191 -6.08494 3.22103 0.380
H 2.93008 -7.59698 4.07715 0.364
H 0.55492 -6.90772 3.95695 0.393
H -0.04655 -4.71076 2.97245 0.300
H -3.67357 -5.63047 2.14942 0.144
H -4.61498 -5.16237 0.74567 0.205
H -5.32945 -6.24117 1.95039 0.451
H -7.15016 -5.09198 2.74388 0.278
H -9.02172 -4.17761 3.86168 0.346
H -9.13490 -2.42715 3.67092 0.307
H -8.65112 -3.11019 5.21840 0.352
H -6.73975 -1.27039 4.58878 0.341
H -4.82296 -0.07190 4.50809 0.382
H -3.75073 -0.32313 3.11362 0.196
H -3.35583 -1.04404 4.65439 0.311
H -3.61951 -0.69994 0.69454 0.085
H -5.14582 -1.55167 0.91502 0.292
H -4.83247 -0.69351 -0.59950 0.507
H -4.86895 -2.29387 -2.22028 0.307
```

Summary:
**Spin multiplicity**: 2
**Expectation value of S²**: 0.763
**HOMO-LUMO gap (spin up / spin down)**: 6.54 / 6.26 eV
**Charge**: -1

=====

1 ends up most stable, edging out the next structure by 1.5 kcal/mol.